Run one
DFT (ωB97M-V/def2-TZVPD) results for C3O2 in the gas phase.

Orbital gap ... 8.930 eV
LUMO ... -0.730 eV

Last column: Mulliken charge in e.
Geometry (Å):
C: 0.57147 -1.60134 -0.24491  -0.140
C: -0.15203 -0.38163 -0.33925  -0.139
O: 0.14777 -1.02938 0.92766  -0.175
C: -0.19830 0.93337 -0.19624  0.766
O: -0.36891 2.07896 -0.14726  -0.313

***

Run two
DFT (ωB97M-V/def2-TZVPD) results for a molecular structure, C3O2.

Orbital gap ... 9.216 eV
LUMO ... -1.039 eV

Last column: Mulliken charge in e.
Geometry (Å):
C: 0.35879 -0.56015 0.39356  0.133
C: -0.14721 -0.19695 1.71503  -0.160
C: 0.04801 0.81111 -1.01784  0.198
O: 0.53039 0.96037 -2.02725  -0.147
O: -0.78998 -1.01438 0.93651  -0.025

***

The most stable arrangement is run one, and the next structure is 0.964 eV less stable.

***

Run one
DFT (ωB97M-V/def2-TZVPD) results for 3 unconnected molecules or ions with the total composition C2H8ClN4O2.

Orbital gap ... 7.877 eV
Net charge ... -1
LUMO ... 3.357 eV

Last column: Mulliken charge in e.
Geometry (Å):
Cl: -1.04099 -0.26331 2.93729  -0.874
C: -1.15932 1.32443 -1.49907  0.641
O: -0.61261 2.26526 -2.09218  -0.702
N: -1.27735 1.29109 -0.17018  -0.274
N: -1.89728 0.38413 -2.15885  -0.388
H: -1.61133 0.48929 0.34707  0.108
H: -0.92348 2.01207 0.43086  0.170
H: -1.88939 0.34302 -3.15920  0.198
H: -2.52117 -0.23297 -1.67427  0.183
C: 1.98102 -0.53049 0.91325  0.602
O: 2.84440 0.33539 0.89648  -0.668
N: 1.81746 -1.48742 1.85497  -0.385
N: 1.16867 -0.79271 -0.18699  -0.377
H: 0.97568 -2.02290 1.94492  0.191
H: 2.38266 -1.40119 2.68239  0.197
H: 0.41198 -1.42653 -0.03424  0.185
H: 1.35105 -0.28717 -1.03225  0.193

***

Run two
DFT (ωB97M-V/def2-TZVPD) results for a molecular structure, C2H8ClN4O2.

Orbital gap ... 7.598 eV
Net charge ... -1
LUMO ... 3.875 eV

Last column: Mulliken charge in e.
Geometry (Å):
Cl: -1.33438 1.11396 0.28083  -0.761
C: -0.48963 -0.47657 -1.99949  0.710
O: 0.53320 -0.07239 -1.45271  -0.521
N: -0.37539 -1.00595 -3.19898  -0.860
N: -1.79648 -0.36799 -1.81691  -0.338
H: 0.62872 -0.90722 -3.15300  0.330
H: -0.83281 -0.33189 -3.79607  0.254
H: -2.41100 -0.92126 -2.39686  0.200
H: -2.01715 0.23486 -1.03718  0.144
C: 1.12077 0.18527 1.83438  0.495
O: 1.38650 -0.01269 0.65900  -0.606
N: 0.15480 1.05522 2.17929  -0.349
N: 1.85039 -0.29009 2.76698  -0.365
H: -0.53720 1.43979 1.55211  0.183
H: -0.18404 1.22205 3.11602  0.123
H: 2.73922 -0.76933 2.74657  0.222
H: 1.56445 -0.09576 3.71596  0.140

***

The most stable arrangement is run one, and the next structure is 5.111 eV less stable.

***

Run one
DFT (ωB97M-V/def2-TZVPD) results for C3H3N2PS in the gas phase.

Orbital gap ... 7.766 eV
LUMO ... -0.889 eV

Last column: Mulliken charge in e.
Geometry (Å):
C: -0.20576 0.52138 -0.05686  -0.260
C: 1.15771 0.63529 0.03650  0.072
C: -0.95412 -0.74440 0.02950  0.229
N: 2.03160 -0.39006 0.19564  -0.417
N: -0.14295 -1.84878 -0.16172  -0.144
P: 1.51807 -1.89512 0.03594  0.042
S: -2.60604 -1.06369 0.01893  -0.331
H: -0.84584 1.45276 -0.22834  0.250
H: 1.44787 1.71102 -0.03420  0.306
H: -0.62564 -2.68004 -0.41536  0.253

***

Run two
DFT (ωB97M-V/def2-TZVPD) results for C3H3N2PS in the gas phase.

Orbital gap ... 7.504 eV
LUMO ... -1.361 eV

Last column: Mulliken charge in e.
Geometry (Å):
C: 1.18073 -0.42707 0.78592  -0.286
C: -0.03073 -0.42905 1.35258  -0.200
C: -0.20988 0.16455 -0.75524  0.210
N: 1.14673 -0.03586 -0.48776  -0.472
N: -0.92231 -0.17396 0.39336  -0.047
P: -0.96876 0.30651 -2.43513  0.056
S: -0.16067 1.82736 -3.23046  -0.216
H: 2.04154 -0.43907 1.37716  0.394
H: -0.19467 -0.53320 2.38730  0.391
H: -1.88198 -0.26022 0.61228  0.169

***

The most stable arrangement is run one, and the next structure is 0.469 eV less stable.

***

Run one
DFT (ωB97M-V/def2-TZVPD) results for 2 unconnected molecules or ions with the total composition C5H5BrO.

Orbital gap (spin up / spin down) ... 7.887 / 6.611 eV
LUMO (spin up / spin down) ... -2.126 / -2.737 eV

Last column: Mulliken charge in e.
Geometry (Å):
C: 1.03264 1.05734 0.66899  0.025
C: 0.21530 0.48806 -0.22074  -0.534
C: 1.78687 1.46238 1.52560  -0.099
C: -0.31383 -0.90537 -0.21786  0.880
C: -1.14504 -1.32305 -1.44022  -1.285
O: 0.11903 -1.70515 0.57130  -0.518
Br: -0.32081 2.47656 3.03158  -0.185
H: -0.09251 0.98750 -1.29632  0.208
H: 2.56275 1.72829 2.30326  0.402
H: -1.26844 -2.38019 -1.31707  0.324
H: -0.53419 -1.18071 -2.21081  0.414
H: -2.04177 -0.70565 -1.39770  0.369

***

Run two
DFT (ωB97M-V/def2-TZVPD) results for C5H5BrO in the gas phase.

Orbital gap ... 8.841 eV
LUMO ... -0.877 eV

Last column: Mulliken charge in e.
Geometry (Å):
C: 1.27202 -0.71194 -0.51529  0.239
C: 0.06494 -0.18216 -0.55950  -0.275
C: 2.36367 -1.33500 -0.24146  -0.564
C: -0.91158 -0.00594 0.56215  0.758
C: -2.00193 1.09627 0.32970  -1.222
O: -0.82910 -0.59644 1.60816  -0.516
Br: 4.00929 -0.11420 0.14066  -0.159
H: -0.28926 0.34088 -1.52069  0.219
H: 2.79781 -2.24291 -0.49188  0.420
H: -1.43594 1.98432 0.33442  0.350
H: -2.72891 0.91337 0.97361  0.373
H: -2.31101 0.85375 -0.61989  0.375

***

The most stable arrangement is run two, and the next structure is 1.841 eV less stable.

***

Run one
DFT (ωB97M-V/def2-TZVPD) results for C5H5F in the gas phase.

Orbital gap ... 9.929 eV
LUMO ... 1.032 eV

Last column: Mulliken charge in e.
Geometry (Å):
C: 0.41347 -0.89187 -0.71289  0.574
C: 0.16549 0.32390 -1.15006  -0.642
C: -0.37619 1.10577 0.03564  -0.295
C: -0.39668 0.01815 1.13688  -0.613
C: 0.16280 -1.11524 0.66668  -0.351
H: 0.01963 0.73244 -2.13891  0.375
H: -1.32170 1.73105 -0.22476  0.322
H: 0.40972 1.79326 0.50459  0.193
H: -0.70123 0.26746 2.13044  0.402
H: 0.51385 -2.06227 1.18041  0.341
F: 1.11084 -1.90265 -1.42800  -0.305

***

Run two
DFT (ωB97M-V/def2-TZVPD) results for C5H5F in the gas phase.

Orbital gap ... 9.352 eV
LUMO ... 0.346 eV

Last column: Mulliken charge in e.
Geometry (Å):
C: 0.72914 0.75778 0.19398  -0.119
C: 1.95257 0.92655 -0.21328  -0.760
C: -2.19019 -1.20554 0.25259  -0.862
C: -0.60475 0.78796 0.10935  -0.001
C: -1.80931 0.04134 0.06639  0.617
F: -2.78702 0.91602 -0.26210  -0.270
H: 2.06911 1.05024 -1.27280  0.239
H: 2.81403 0.93468 0.40446  0.267
H: -1.51788 -2.07218 0.31829  0.265
H: -3.19658 -1.23562 0.31937  0.332
H: -0.75229 1.86514 0.05041  0.292

***

The most stable arrangement is run one, and the next structure is 1.731 eV less stable.

***

Run one
DFT (ωB97M-V/def2-TZVPD) results for a molecular structure, CH4OS2.

Orbital gap ... 8.352 eV
LUMO ... 0.145 eV

Last column: Mulliken charge in e.
Geometry (Å):
C: -0.16918 0.77029 0.57953  -0.592
O: 1.38517 -0.71640 -0.64815  -0.438
S: -1.89686 -0.62978 0.13169  -0.234
S: 1.13476 -0.21900 0.89143  0.196
H: -0.13667 1.26759 -0.39333  0.315
H: -0.58849 1.31113 1.44980  0.318
H: 2.08979 -1.42139 -0.85708  0.329
H: -1.81854 -0.36245 -1.15389  0.107

***

Run two
DFT (ωB97M-V/def2-TZVPD) results for 2 unconnected molecules or ions with the total composition CH4OS2.

Orbital gap ... 9.849 eV
LUMO ... 0.491 eV

Last column: Mulliken charge in e.
Geometry (Å):
S: -0.82302 -1.71724 1.45461  -0.146
S: -0.73440 -1.44727 3.42048  -0.140
H: 0.42536 -1.97401 1.06825  0.154
H: -0.28149 -0.33766 3.71876  0.132
O: 0.88658 3.29680 -4.94009  -0.407
C: 2.05360 3.32959 -5.37196  0.000
H: 2.50427 2.62553 -6.11284  0.207
H: 2.85626 3.96636 -4.92317  0.200

***

The most stable arrangement is run two, and the next structure is 0.541 eV less stable.

***

Run one
DFT (ωB97M-V/def2-TZVPD) results for a molecular structure, ClFIPS.

Orbital gap (spin up / spin down) ... 6.404 / 6.667 eV
LUMO (spin up / spin down) ... -3.604 / -2.735 eV

Last column: Mulliken charge in e.
Geometry (Å):
F: -0.29647 0.26586 -1.31450  -0.133
P: 0.23086 -0.27827 0.09918  0.458
S: -2.04400 -1.64434 0.25495  -0.130
Cl: -0.63632 1.14827 1.28708  -0.127
I: 2.74593 0.50848 -0.32671  -0.068

***

Run two
DFT (ωB97M-V/def2-TZVPD) results for ClFIPS in the gas phase.

Orbital gap (spin up / spin down) ... 6.576 / 6.358 eV
LUMO (spin up / spin down) ... -2.959 / -2.662 eV

Last column: Mulliken charge in e.
Geometry (Å):
F: 0.19694 0.04228 -1.41907  -0.163
P: -0.02972 0.05401 0.16950  0.453
S: 2.49480 0.23692 0.85817  -0.213
Cl: -0.52031 -1.79311 0.44366  -0.070
I: -2.14170 1.45989 -0.05225  -0.007

***

The most stable arrangement is run two, and the next structure is 0.337 eV less stable.